Density functional theory data (ωB97M-V/def2-TZVPD) for a single C9H13O3PS molecule at a distorted geometry.

The geometry in XYZ format:
```
27
Properties=species:S:1:pos:R:3:forces:R:3:lowdin_charge:R:1
C 4.0580 -0.6901 0.2010 1.142 -1.754 -1.069 -0.099
C 3.8085 -0.2579 -1.0872 0.107 2.194 -0.541 -0.039
C 3.1916 -0.4715 1.1977 -2.604 0.723 2.967 -0.073
C 2.7423 0.6079 -1.2998 0.194 -1.454 1.759 -0.053
C 2.0871 0.3783 0.9834 -0.179 -0.641 -0.008 -0.041
C 1.8543 0.8987 -0.2763 0.662 0.109 -0.091 -0.305
C -0.8503 -0.7620 -0.5059 -0.791 2.591 -2.376 -0.146
C -2.4127 0.4054 1.8746 0.839 0.461 3.171 -0.215
C -3.0792 1.5497 -0.7507 0.803 -1.900 2.931 -0.238
O -0.5576 1.6880 0.4919 -0.085 -1.000 -0.842 -0.429
O 0.8423 3.3559 -0.3501 1.095 -0.336 -0.158 -0.246
O -0.0200 1.7680 -1.9786 0.478 -0.846 0.383 -0.266
P -1.8977 0.6779 0.1613 0.193 0.806 -0.922 0.734
S 0.5349 2.0000 -0.6761 -1.807 2.385 1.179 0.612
H 4.8081 -1.4164 0.4241 0.876 -0.117 -0.234 0.105
H 4.4827 -0.2527 -1.9453 0.132 -0.982 0.489 0.120
H 3.2455 -0.9779 2.2256 0.270 0.862 -1.762 0.143
H 2.5408 0.8835 -2.2622 -0.472 1.104 -2.341 0.091
H 1.3163 0.4819 1.7232 0.005 0.263 0.439 0.107
H 0.1343 -0.3644 -0.9027 -1.583 -0.935 0.363 0.031
H -0.6830 -1.4797 0.1948 0.558 -2.022 2.220 0.000
H -1.4466 -1.2076 -1.3240 0.443 0.258 0.287 0.062
H -2.7526 1.3989 2.3130 0.974 -0.705 -0.869 0.070
H -3.3293 -0.1456 2.1805 0.790 -0.461 -1.042 0.053
H -1.4937 0.0514 2.5824 -2.172 0.707 -1.898 0.103
H -2.7597 1.6346 -1.7331 0.411 0.335 -2.015 -0.057
H -4.0008 0.9790 -0.6155 -0.277 0.355 -0.021 -0.021
```
Forces are in eV/Å.

Its energy relative to the best compared isomer or geometry (same formula, charge and spin) is 37.0 kcal/mol. As for the SMILES: C=P(C)(C)OS(=O)(=O)c1ccccc1. The calculation puts the HOMO-LUMO gap at 0.2925 Ha. Its LUMO energy is 0.0072 Ha. The total energy is -35807.4703 eV.